No. 1
DFT (ωB97M-V/def2-TZVPD) results for C19H25AuN3S as an isolated structure.

Each line ends with the Löwdin charge.
Geometry (Å):
Au  5.39  8.48  8.25  0.459
C  7.13  5.36  9.83  -0.084
C  6.44  6.19  11.01  -0.380
C  4.90  5.99  11.09  -0.139
C  7.02  7.58  11.12  -0.228
C  8.35  7.72  11.45  -0.107
C  8.85  9.01  11.70  -0.157
C  8.02  10.13  11.84  -0.107
C  6.66  10.01  11.63  -0.174
C  5.73  11.21  11.86  -0.414
C  5.65  12.04  10.63  -0.137
C  4.31  10.76  12.30  -0.104
C  6.19  8.77  11.01  -0.446
N  5.16  8.77  10.23  -0.211
H  7.38  4.35  10.12  0.036
H  8.08  5.92  9.59  0.072
H  6.46  5.25  8.94  0.056
H  6.86  5.79  11.99  0.127
H  4.35  6.30  10.17  0.035
H  4.50  6.68  11.90  0.075
H  4.56  4.96  11.45  0.069
H  9.05  6.95  11.51  0.080
H  9.89  9.16  11.70  0.046
H  8.37  11.06  12.21  0.082
H  6.14  11.89  12.62  0.120
H  5.54  11.46  9.74  0.032
H  6.61  12.60  10.53  0.081
H  4.88  12.89  10.71  0.086
H  3.80  10.19  11.44  0.073
H  3.72  11.66  12.51  0.052
H  4.46  10.17  13.21  0.066
N  7.31  11.06  5.41  0.067
C  6.21  10.53  6.08  -0.799
S  6.21  8.81  6.13  0.476
N  5.25  11.33  6.62  0.055
C  5.07  12.74  6.34  -0.255
C  5.16  13.14  4.99  -0.055
C  5.59  14.43  4.75  -0.094
C  5.65  15.41  5.80  -0.082
C  5.15  15.02  7.08  -0.073
C  4.91  13.66  7.33  -0.022
H  8.06  10.43  5.26  0.064
H  7.51  12.05  5.59  0.110
H  4.55  10.92  7.28  0.124
H  4.95  12.37  4.22  0.134
H  5.99  14.71  3.78  0.095
H  5.87  16.50  5.69  0.105
H  5.03  15.78  7.86  0.105
H  4.79  13.36  8.36  0.089

## Properties
- Net charge: -1
- HOMO energy (alpha / beta): -0.060 / -0.060 hartree

=====

No. 2
DFT (ωB97M-V/def2-TZVPD) results for C37H50BBr2CsN8 as an isolated structure.

Each line ends with the Löwdin charge.
Geometry (Å):
Cs  -1.09  -0.35  -0.89  1.104
C  0.59  3.75  3.33  -0.006
C  0.24  3.66  1.89  -0.280
C  -0.24  4.67  1.07  0.022
C  -0.47  4.05  -0.17  -0.271
N  -0.15  2.77  -0.09  0.106
N  0.28  2.53  1.16  0.018
B  0.60  1.04  1.44  -0.624
N  0.25  0.54  2.85  0.019
N  -1.01  0.08  2.92  0.126
C  -1.19  -0.44  4.12  -0.271
C  -0.01  -0.32  4.86  0.022
C  0.89  0.30  4.01  -0.281
C  2.31  0.64  4.27  -0.012
C  -2.49  -1.13  4.44  -0.547
C  -3.66  -0.19  4.11  -0.047
C  -2.56  -2.39  3.56  -0.048
C  -2.57  -1.54  5.92  -0.059
N  1.99  0.67  0.87  0.021
N  2.01  -0.42  0.09  0.090
C  3.20  -0.48  -0.49  -0.271
C  3.98  0.60  -0.07  0.024
C  3.17  1.32  0.79  -0.274
C  3.50  2.60  1.46  -0.004
C  3.50  -1.53  -1.53  -0.542
C  2.64  -1.20  -2.76  -0.036
C  4.97  -1.54  -1.92  -0.054
C  3.09  -2.91  -1.00  -0.042
C  -1.05  4.62  -1.44  -0.551
C  -1.25  6.13  -1.32  -0.058
C  -0.12  4.31  -2.61  -0.045
C  -2.41  3.95  -1.68  -0.059
H  0.21  4.68  3.74  0.082
H  0.16  2.92  3.88  0.078
H  1.67  3.73  3.48  0.064
H  -0.39  5.69  1.34  0.100
H  -0.16  0.44  0.76  -0.166
H  0.18  -0.64  5.87  0.100
H  2.66  0.12  5.16  0.082
H  2.93  0.33  3.42  0.078
H  2.44  1.71  4.42  0.063
H  -3.54  0.19  3.11  0.040
H  -4.61  -0.71  4.20  0.080
H  -3.66  0.65  4.80  0.085
H  -2.49  -2.10  2.51  0.053
H  -1.73  -3.05  3.79  0.085
H  -3.49  -2.94  3.72  0.081
H  -2.48  -0.67  6.56  0.084
H  -3.52  -2.03  6.12  0.082
H  -1.77  -2.24  6.16  0.079
H  4.99  0.85  -0.33  0.101
H  4.49  2.92  1.14  0.083
H  2.78  3.37  1.19  0.078
H  3.49  2.50  2.54  0.058
H  2.86  -0.20  -3.12  0.091
H  2.84  -1.91  -3.57  0.083
H  1.59  -1.26  -2.50  0.047
H  5.26  -0.58  -2.36  0.081
H  5.61  -1.72  -1.05  0.086
H  5.16  -2.32  -2.66  0.082
H  2.07  -2.87  -0.63  0.059
H  3.16  -3.66  -1.79  0.080
H  3.74  -3.21  -0.18  0.088
H  -0.31  6.62  -1.11  0.084
H  -1.64  6.53  -2.26  0.082
H  -1.96  6.36  -0.53  0.082
H  0.83  4.84  -2.49  0.086
H  0.09  3.24  -2.64  0.070
H  -0.57  4.62  -3.55  0.080
H  -3.06  4.07  -0.81  0.077
H  -2.91  4.38  -2.55  0.083
H  -2.27  2.88  -1.85  0.045
Br  -4.08  1.06  0.13  0.585
C  -5.20  -0.51  -0.03  -1.007
Br  -4.15  -2.08  -0.46  0.570
H  -5.91  -0.35  -0.84  0.003
H  -5.71  -0.69  0.92  0.007
C  -1.24  -0.69  -5.77  -0.034
C  -1.62  -0.47  -4.45  -0.141
N  -1.43  -1.33  -3.47  -0.052
C  -0.85  -2.50  -3.76  -0.175
C  -0.47  -2.85  -5.08  -0.143
C  -0.67  -1.89  -6.09  -0.001
C  0.09  -4.13  -5.36  -0.019
C  0.32  -5.01  -4.36  -0.017
C  0.02  -4.68  -3.01  -0.143
C  0.32  -5.55  -1.95  -0.003
C  -0.02  -5.19  -0.67  -0.032
C  -0.68  -3.97  -0.48  -0.139
N  -0.94  -3.13  -1.44  -0.030
C  -0.60  -3.44  -2.70  -0.173
H  -1.40  0.07  -6.52  0.108
H  -2.11  0.46  -4.17  0.112
H  -0.36  -2.12  -7.10  0.119
H  0.32  -4.37  -6.39  0.116
H  0.74  -5.99  -4.57  0.117
H  0.82  -6.48  -2.16  0.121
H  0.21  -5.83  0.16  0.110
H  -0.99  -3.68  0.52  0.112

## Properties
- Energy above the lowest of the compared OMol25 structures with the same formula, charge and spin: 38.0 kcal/mol
- HOMO energy: -0.284 hartree